# 1
ORCA calculation (ωB97M-V/def2-TZVPD) on C32H26CaIN2OS6Sb as an isolated structure at a distorted geometry.

* HOMO-LUMO gap: 4.58 eV
* electronic energy: -5024.64972 Eh
* HOMO energy: -0.73 eV
* maximum force: 1.88 eV Å⁻¹
* E_LUMO: 3.8 eV

```
! wB97M-V def2-TZVPD RIJCOSX def2/J DEFGRID3
* xyz -2 1
Ca -1.92341 -1.17565 0.23596
S 1.05326 -4.54279 2.79067
C 1.95886 -4.66816 1.33435
C 2.48339 -5.78537 0.75216
C 3.09603 -5.63437 -0.48966
C 3.20967 -4.38702 -1.10165
C 2.71778 -3.25043 -0.48035
C 2.05298 -3.39962 0.71974
N 1.39376 -2.36962 1.35948
C 0.78489 -2.80723 2.44157
C -0.09567 -2.01226 3.33221
C 0.09500 -2.13976 4.69442
C -0.72657 -1.45705 5.58207
C -1.73491 -0.66775 5.04598
C -1.88416 -0.54959 3.67404
C -1.08534 -1.22920 2.71583
H 2.41264 -6.76136 1.20761
H 3.44773 -6.53711 -0.99130
H 3.65865 -4.33166 -2.09221
H 2.81707 -2.28524 -0.96218
H 0.92384 -2.74507 5.08747
H -0.59946 -1.60340 6.63597
H -2.37927 -0.14708 5.72764
H -2.71221 0.10648 3.35185
S -1.30605 0.15807 -2.27152
Sb -3.35014 -0.53356 -3.42605
S -4.34572 -2.38597 -0.21256
S -3.82826 -2.66765 -2.19634
S -2.63067 -1.62317 -5.35133
I 0.94301 -3.66302 -4.65430
C -0.03607 -4.21749 -2.92466
C -0.47734 -5.51209 -2.69517
C -1.16524 -5.76927 -1.52557
C -1.39186 -4.73399 -0.62556
N -0.99762 -3.47691 -0.85486
C -0.33613 -3.23457 -1.99208
H -0.29005 -6.27760 -3.42617
H -1.54671 -6.76705 -1.31331
H -1.96964 -4.89726 0.27325
H -0.02921 -2.22414 -2.16795
O -2.31314 1.16322 1.05988
S -1.62493 2.47371 0.93969
C -2.36847 3.27861 -0.52605
C -1.56800 4.36648 -1.21881
C -1.26944 5.57957 -0.62854
C -0.50536 6.54004 -1.30097
C -0.05557 6.29038 -2.59653
C -0.36300 5.07076 -3.19440
C -1.07560 4.09764 -2.50287
C 0.06498 2.14611 0.33106
C 1.01455 3.33216 0.46418
C 1.72613 3.74715 -0.66646
C 2.68624 4.73631 -0.57385
C 2.89006 5.35787 0.64028
C 2.14379 4.99281 1.74493
C 1.20294 3.97701 1.67302
H -3.30903 3.67540 -0.12364
H -2.61063 2.44741 -1.18258
H -1.61456 5.77146 0.38440
H -0.30695 7.49203 -0.81851
H 0.54638 7.02715 -3.13080
H -0.04051 4.86218 -4.22291
H -1.23864 3.13774 -2.97287
H -0.07087 1.81216 -0.70773
H 0.40635 1.28947 0.93317
H 1.57716 3.23551 -1.60716
H 3.28330 5.01469 -1.43489
H 3.66334 6.11161 0.77125
H 2.34391 5.44321 2.73152
H 0.57876 3.73611 2.52864
*
```

natural (NBO) atomic charge list, values in e, 2 entries: Ca 1.70; S 0.31


# 2
ORCA calculation (ωB97M-V/def2-TZVPD) on the molecule C4H4F3N3S at a distorted geometry.

* HOMO-LUMO gap: 9.14 eV
* electronic energy: -1016.81914 Eh
* SMILES: CNc1nnc(C(F)(F)F)s1
* HOMO energy: -9.04 eV
* maximum force: 5.60 eV Å⁻¹
* E_LUMO: 0.1 eV

```
! wB97M-V def2-TZVPD RIJCOSX def2/J DEFGRID3
* xyz 0 1
C -1.33904 2.42619 -1.03503
C -0.47534 0.47145 0.08143
C 0.80568 -1.44344 0.41939
C 1.60761 -2.63308 0.94251
H -1.65480 1.91296 -2.03489
H -0.37196 2.95199 -1.47946
H -2.08782 3.08305 -0.86797
H -1.52312 2.16459 1.10294
N -1.30628 1.55672 0.08189
N 0.20571 0.16834 -0.98916
N 0.92804 -1.01880 -0.85159
F 2.92024 -2.39721 1.06350
F 1.07164 -3.01952 2.07043
F 1.43212 -3.64574 0.06285
S -0.21269 -0.57748 1.43317
*
```

natural (NBO) atomic charge list, values in e, 2 entries: C -0.42; C 0.19